(1)
{
  "formula": "C3H7NO",
  "method": "wB97M-V/def2-TZVPD",
  "max_force_ev_per_a": 1.321,
  "total_charge": -1,
  "spin_multiplicity": 2,
  "e_tot_ev": -6759.649,
  "symbols": ["C", "C", "C", "N", "H", "H", "H", "H", "H", "H", "H", "O"],
  "xyz": [[0.15345, 0.98583, -0.83965], [0.41388, 1.41243, -2.12277], [-1.31846, 0.69642, 0.87732], [-0.68161, 1.54990, 0.06292], [0.54484, -0.02736, -0.64407], [0.34826, 2.43293, -2.43374], [0.84217, 0.72300, -2.83704], [-1.78766, 1.11461, 1.76707], [-1.42769, -0.38075, 0.78672], [1.72002, -2.87298, 1.94086], [0.39579, -2.96052, 1.30255], [0.79700, -2.67351, 2.13983]]
}

(2)
{
  "formula": "C5H10O",
  "method": "wB97M-V/def2-TZVPD",
  "max_force_ev_per_a": 0.458,
  "smiles": "C/C=C/O.C=C",
  "total_charge": 0,
  "spin_multiplicity": 1,
  "e_tot_ev": -7392.867,
  "symbols": ["C", "C", "C", "O", "H", "H", "H", "H", "H", "H", "C", "C", "H", "H", "H", "H"],
  "xyz": [[-0.03929, -1.97586, 0.30113], [0.79194, -0.86407, -0.25840], [1.78550, -0.28071, 0.40122], [2.42407, 0.81771, -0.10498], [0.50099, -2.51790, 1.07767], [-0.96198, -1.58165, 0.74190], [-0.32943, -2.68946, -0.47642], [0.52881, -0.47164, -1.23773], [2.11260, -0.60893, 1.39084], [3.20766, 1.00074, 0.42095], [-2.25197, 1.40108, -0.66856], [-1.08609, 1.64839, -0.08793], [-2.38862, 1.52671, -1.73803], [-3.12002, 1.07674, -0.09722], [-0.95681, 1.52635, 0.98332], [-0.21736, 1.99250, -0.64774]]
}

(3)
{
  "formula": "C4H8FN3",
  "method": "wB97M-V/def2-TZVPD",
  "max_force_ev_per_a": 1.257,
  "smiles": "FC[C@@H]1CNN=CN1",
  "total_charge": 0,
  "spin_multiplicity": 1,
  "e_tot_ev": -11464.278,
  "symbols": ["F", "C", "C", "C", "N", "N", "C", "N", "H", "H", "H", "H", "H", "H", "H", "H"],
  "xyz": [[2.18086, 1.07053, -0.39014], [1.57880, 0.98586, 0.84592], [0.23547, 0.27809, 0.70349], [0.36137, -1.16074, 0.24206], [-0.92644, -1.74915, -0.04330], [-1.93586, -0.94750, -0.55612], [-1.67590, 0.29429, -0.74535], [-0.58170, 1.01902, -0.24923], [1.43105, 2.00869, 1.21225], [2.22254, 0.39951, 1.52471], [-0.24250, 0.28386, 1.69135], [1.01409, -1.17002, -0.67769], [0.88265, -1.78775, 0.97830], [-1.33836, -2.35661, 0.67064], [-2.43271, 0.85727, -1.26986], [-0.05490, 1.48859, -0.95455]]
}

(4)
{
  "formula": "C4H10O3",
  "method": "wB97M-V/def2-TZVPD",
  "max_force_ev_per_a": 6.480,
  "smiles": "CCCC(=O)O.O",
  "total_charge": 0,
  "spin_multiplicity": 1,
  "e_tot_ev": -10450.870,
  "symbols": ["C", "C", "C", "C", "O", "O", "H", "H", "H", "H", "H", "H", "H", "H", "O", "H", "H"],
  "xyz": [[0.45488, -0.66495, -2.42699], [-0.10234, 0.59740, -1.74767], [-0.73366, 0.20328, -0.27751], [-0.53369, 1.35204, 0.68843], [0.44346, 1.43812, 1.51301], [-1.32129, 2.42226, 0.24834], [1.12371, -1.27873, -1.85484], [0.81827, -0.31286, -3.54581], [-0.39640, -1.33727, -2.50251], [-0.79643, 1.15529, -2.22128], [0.80348, 1.19255, -1.56866], [-1.80584, 0.19255, -0.31290], [-0.44774, -0.78846, 0.38549], [-1.00064, 3.00519, 0.91501], [1.34371, -4.10319, 1.90346], [1.68559, -4.53625, 1.11865], [1.77797, -4.27622, 2.85077]]
}

(5)
{
  "formula": "C24H39BF15N6O7P",
  "method": "wB97M-V/def2-TZVPD",
  "max_force_ev_per_a": 1.758,
  "total_charge": 0,
  "spin_multiplicity": 1,
  "e_tot_ev": -99527.190,
  "symbols": ["N", "P", "O", "O", "C", "C", "C", "N", "N", "N", "C", "C", "C", "N", "C", "C", "C", "C", "C", "N", "C", "C", "C", "F", "F", "C", "F", "F", "C", "F", "F", "C", "F", "F", "C", "F", "F", "C", "F", "F", "F", "C", "C", "C", "O", "H", "H", "H", "H", "H", "H", "H", "H", "H", "H", "H", "H", "H", "H", "H", "H", "H", "H", "H", "H", "H", "H", "H", "H", "H", "H", "H", "H", "H", "H", "H", "H", "H", "H", "H", "H", "H", "H", "H", "B", "O", "C", "O", "C", "O", "O", "F", "F"],
  "xyz": [[-3.79464, -0.87036, 2.08418], [-3.17320, 0.49483, 2.46741], [-4.22115, 1.70840, 2.47884], [-2.76095, 0.40535, 3.99892], [-1.62682, 0.96412, 1.52103], [-1.20390, 2.39821, 2.01235], [-0.20311, 2.65991, 3.13434], [1.14463, 2.13754, 2.83826], [-0.10788, 4.12232, 3.18045], [-0.68473, 2.28513, 4.45927], [-0.67635, -0.16699, 1.96062], [0.59948, -0.33471, 1.10668], [0.62398, 0.64907, -0.03468], [-0.61440, 0.65850, -0.84520], [-0.46154, 1.66684, -1.97496], [0.25754, 2.97339, -1.63750], [1.71748, 2.99654, -2.12860], [2.21412, 4.43698, -2.27257], [2.72913, 5.04800, -0.97306], [1.70091, 5.85510, -0.30080], [-0.71506, -0.64844, -1.59537], [-1.22002, -1.92641, -0.92723], [-0.18888, -2.98195, -1.27947], [-0.31959, -3.22720, -2.60366], [1.02489, -2.43254, -1.04891], [-0.29336, -4.28814, -0.46975], [0.01783, -3.98901, 0.81104], [-1.59438, -4.67295, -0.48200], [0.54817, -5.47005, -1.02046], [-0.11673, -5.87660, -2.13999], [1.78117, -5.09364, -1.40291], [0.62735, -6.72154, -0.10010], [-0.62337, -7.12010, 0.24579], [1.15934, -7.70048, -0.86867], [1.52471, -6.57107, 1.18286], [2.44002, -7.56870, 1.16699], [2.19468, -5.40934, 1.20570], [0.75812, -6.75841, 2.51894], [0.34233, -8.03471, 2.63569], [1.60654, -6.48489, 3.53445], [-0.29079, -5.92532, 2.60823], [-1.84519, 1.04122, -0.02935], [-3.13616, 0.54094, -0.67107], [-4.32276, 1.50984, -0.56741], [-4.91060, 1.67109, -1.84030], [-3.31768, -1.31291, 1.31334], [-3.96504, 2.48468, 1.97677], [-2.90721, 1.24158, 4.45622], [-2.09475, 2.91743, 2.35084], [-0.84708, 3.00097, 1.18471], [1.32909, 1.24791, 3.27669], [1.85648, 2.78023, 3.14306], [0.23607, 4.46934, 2.29654], [0.54970, 4.39987, 3.89624], [-0.34801, 1.38999, 4.77333], [-0.45568, 2.98578, 5.14360], [-1.20437, -1.11060, 1.98193], [-0.38562, -0.02886, 2.99277], [1.48342, -0.12006, 1.68700], [0.68548, -1.36368, 0.79063], [0.82252, 1.61350, 0.41204], [1.47653, 0.43915, -0.66972], [0.09517, 1.18715, -2.77020], [-1.43791, 1.88061, -2.38997], [-0.25164, 3.76272, -2.18007], [0.22677, 3.25058, -0.58885], [2.36051, 2.51270, -1.40236], [1.78378, 2.50582, -3.09177], [3.01244, 4.49827, -3.00218], [1.42229, 5.09012, -2.63066], [3.54382, 5.72349, -1.21173], [3.14629, 4.28761, -0.31123], [0.79099, 5.42476, -0.34311], [1.95058, 6.04840, 0.65536], [-1.31464, -0.47647, -2.47541], [0.27847, -0.82538, -1.98396], [-2.15160, -2.23735, -1.38152], [-1.40681, -1.93821, 0.14003], [-1.91926, 2.10569, -0.21791], [-3.42294, -0.47484, -0.44730], [-2.96484, 0.54343, -1.74620], [-3.99345, 2.46683, -0.16397], [-5.05147, 1.05475, 0.09257], [-5.78566, 1.29510, -1.81145], [3.77534, -2.15275, -3.42763], [2.49102, -1.43999, -3.75107], [2.70865, -0.14901, -3.76720], [1.86907, 0.70145, -3.94901], [4.19669, 0.09976, -3.47068], [4.71518, 1.17952, -3.39682], [4.78242, -1.06431, -3.26671], [4.13411, -3.02165, -4.43131], [3.59591, -2.82289, -2.22170]]
}

(6)
{
  "formula": "C4H3BrO2",
  "method": "wB97M-V/def2-TZVPD",
  "max_force_ev_per_a": 2.473,
  "total_charge": 0,
  "spin_multiplicity": 1,
  "e_tot_ev": -78328.297,
  "symbols": ["C", "C", "C", "C", "O", "O", "Br", "H", "H", "H"],
  "xyz": [[0.83884, -0.22622, 1.26890], [0.52913, 0.10948, -0.02081], [-0.12617, -0.70922, 2.15423], [-1.41447, -1.18526, -0.20020], [-0.63165, -0.17856, -0.62352], [-2.62506, -1.11647, -0.60374], [0.34709, -1.93623, 3.45050], [1.85399, 0.00409, 1.57006], [1.23668, 0.59438, -0.68221], [-2.87539, -0.32368, -1.12279]]
}

Repeat the sixth record exactly.
{
  "formula": "C4H3BrO2",
  "method": "wB97M-V/def2-TZVPD",
  "max_force_ev_per_a": 2.473,
  "total_charge": 0,
  "spin_multiplicity": 1,
  "e_tot_ev": -78328.297,
  "symbols": ["C", "C", "C", "C", "O", "O", "Br", "H", "H", "H"],
  "xyz": [[0.83884, -0.22622, 1.26890], [0.52913, 0.10948, -0.02081], [-0.12617, -0.70922, 2.15423], [-1.41447, -1.18526, -0.20020], [-0.63165, -0.17856, -0.62352], [-2.62506, -1.11647, -0.60374], [0.34709, -1.93623, 3.45050], [1.85399, 0.00409, 1.57006], [1.23668, 0.59438, -0.68221], [-2.87539, -0.32368, -1.12279]]
}